A molecular structure, C26H46O2OsP2 at a distorted geometry. Source: the Open Molecules 2025 dataset; level of theory: the ωB97M-V functional and the def2-TZVPD basis.

XYZ file:
```
77
Properties=species:S:1:pos:R:3:forces:R:3:lowdin_spin:R:1
Os 0.6243 0.3978 1.4986 -1.81 -1.03 2.53 1.29
C 0.9146 0.2174 4.2100 1.10 -0.14 -1.34 0.04
C 1.9139 0.6924 3.2724 0.37 0.91 0.76 0.01
C 0.0051 2.0286 3.1194 0.69 0.22 0.80 0.10
C -0.2091 1.0549 4.1432 -0.64 0.57 -1.48 0.04
C 1.3901 1.9267 2.6797 0.45 -0.11 0.97 0.09
C 1.0640 -0.9477 5.1128 0.07 -0.49 0.10 0.01
H 2.0767 -1.3596 5.0547 -0.24 0.05 0.07 0.00
H 0.3435 -1.7464 4.8621 0.20 0.25 0.13 0.00
H 0.8720 -0.6636 6.1593 0.04 -0.01 -0.33 0.00
C -1.4114 0.9944 5.0094 -0.48 -0.14 0.23 0.01
H -1.2447 0.3344 5.8679 -0.05 0.10 -0.20 0.00
H -2.2918 0.6239 4.4651 0.17 0.14 0.15 0.00
H -1.6600 1.9919 5.3997 0.08 -0.24 -0.15 0.00
C -0.9445 3.1112 2.7502 -0.34 0.05 -0.20 0.03
H -0.8674 3.9680 3.4347 0.06 -0.18 -0.11 0.01
H -1.9769 2.7418 2.7924 0.19 0.17 -0.04 0.00
H -0.7406 3.4642 1.7341 -0.10 0.07 0.20 0.00
C 2.1956 3.0311 2.0806 -0.06 0.23 -0.25 0.03
H 2.3218 3.8587 2.7928 -0.02 -0.22 -0.13 0.01
H 1.6793 3.4207 1.1975 0.23 0.15 0.06 0.00
H 3.1834 2.6736 1.7870 -0.09 0.10 -0.02 0.00
C 3.3419 0.2569 3.2305 0.30 0.02 0.24 0.00
H 3.9136 0.7096 4.0551 -0.07 -0.16 -0.22 0.00
H 3.7995 0.5642 2.2855 0.02 -0.13 0.20 0.00
H 3.4223 -0.8338 3.3182 0.06 0.24 -0.08 0.00
C -0.4412 -1.3849 1.4279 0.84 -0.88 -0.69 0.40
C 0.8683 -1.8572 1.6479 -0.20 0.72 0.08 0.03
C 1.7984 -2.3462 0.5682 0.52 -0.58 -0.21 0.01
C 2.3362 -1.2653 -0.3971 0.61 -0.23 -0.09 0.01
C 1.8253 0.1506 -0.1735 0.58 -0.13 -0.33 0.06
C 0.4719 0.5335 -0.5226 0.26 0.19 -0.33 0.10
C -0.5296 -0.5066 -0.9737 -0.29 -0.10 -0.67 0.07
C -1.1294 -1.4268 0.1018 -0.88 -0.53 -0.11 0.07
H 1.3222 -3.1468 -0.0272 -0.04 0.22 0.33 0.00
H 2.1285 -1.6110 -1.4245 0.12 0.40 0.15 0.00
H 2.6609 -2.8302 1.0582 -0.40 0.17 -0.18 0.00
H -1.1399 -2.4599 -0.2856 0.05 0.16 0.20 0.01
H -1.2694 -1.5737 2.3954 0.22 0.23 -0.21 0.09
H 1.1142 -2.2251 2.6546 -0.12 0.44 -0.30 0.01
H -2.1873 -1.1838 0.2656 0.15 0.13 -0.02 0.01
H -1.3553 0.0174 -1.4773 0.32 -0.20 0.09 0.00
H 0.3358 1.5362 -0.9368 -0.01 -0.14 0.15 0.02
H -0.0427 -1.1869 -1.6940 -0.06 0.42 0.15 0.01
H 3.4356 -1.2372 -0.3071 -0.45 -0.02 -0.09 0.00
H 2.5999 0.9157 -0.2982 -0.28 -0.14 0.03 0.01
P -0.4720 -0.7286 -3.9881 -1.08 -1.49 -2.17 0.33
P -0.5316 2.0564 -4.9590 0.03 -0.46 -3.29 0.33
C -0.7181 -0.5949 -5.8401 0.39 0.50 0.05 0.03
C -1.2161 0.8052 -6.1877 -0.40 -0.42 0.64 0.01
H -1.4461 -1.3625 -6.1404 0.34 0.10 0.12 0.01
H 0.2452 -0.8159 -6.3263 -0.30 0.12 0.15 0.00
H -0.8964 1.0885 -7.2000 -0.16 0.16 0.34 0.01
H -2.3159 0.8533 -6.1475 0.33 -0.02 -0.02 0.00
C -1.3055 3.5038 -5.8074 -0.41 0.55 1.06 0.07
H -0.9508 4.4203 -5.3229 -0.19 -0.02 -0.24 0.00
H -2.3975 3.4466 -5.7082 0.28 0.12 -0.03 0.00
H -1.0340 3.5205 -6.8726 0.07 -0.21 0.38 0.01
C 1.1157 2.2077 -5.7819 0.48 0.02 0.97 0.03
H 1.0170 2.1592 -6.8742 -0.16 0.03 0.36 0.01
H 1.7845 1.4130 -5.4357 0.04 0.19 -0.14 0.00
H 1.5443 3.1769 -5.5013 0.10 -0.24 -0.09 0.00
C -2.1384 -1.4401 -3.6296 -0.01 0.48 0.72 0.04
H -2.2067 -1.7381 -2.5758 -0.14 0.00 -0.36 0.00
H -2.3018 -2.3134 -4.2756 0.15 0.28 0.16 0.01
H -2.9056 -0.6794 -3.8317 0.14 -0.26 0.07 0.00
C 0.5600 -2.2522 -4.0108 0.61 0.31 0.61 0.06
H 1.5357 -1.9934 -4.4465 -0.23 -0.20 0.13 0.00
H 0.0773 -3.0297 -4.6199 0.01 0.34 0.13 0.01
H 0.7184 -2.6287 -2.9923 0.01 -0.06 -0.32 0.00
C -3.0218 -3.1199 4.8922 -0.36 -0.15 0.55 0.02
O -1.9171 -2.7095 4.0689 0.55 0.02 -0.60 0.05
C -2.2321 -1.7836 3.1834 -2.14 0.09 1.50 0.25
O -3.2918 -1.2132 3.1401 0.95 -0.13 -0.60 0.12
H -3.8284 -3.5059 4.2601 0.17 0.11 0.20 0.00
H -3.3747 -2.2673 5.4852 0.03 -0.29 -0.17 0.00
H -2.6133 -3.8979 5.5302 -0.14 0.01 0.01 0.00
```
Forces are in eV/Å.

Output
**Calculated total energy**: -52827.412 eV
**HOMO (spin up / spin down)**: -12.42 / -13.70 eV
**Gap between HOMO and LUMO (spin up / spin down)**: 6.79 / 4.93 eV
**Total charge**: +2
**⟨S²⟩**: 6.028
**Relative energy (zero: lowest compared OMol25 entry of this formula, charge and spin)**: 0.811 eV
**LUMO energy (spin up / spin down)**: -5.632 / -8.774 eV
**Multiplicity**: 5